Entry 1:
C32H31BrCoN9O3P | ωB97M-V with the def2-TZVPD basis set

Geometry (Å):
Br: 1.039 5.240 -1.592
Co: -1.089 -0.773 0.196
P: 1.688 0.809 -0.956
O: -0.517 -1.047 2.379
O: -2.968 -0.862 -0.126
O: -5.530 -0.467 -1.076
N: -0.624 -0.373 -1.965
N: 0.853 -1.357 0.608
N: -0.835 1.153 0.567
N: -1.522 2.357 -0.025
N: 1.124 2.044 1.437
N: -0.836 -2.595 -0.145
N: 0.484 -2.682 0.203
N: 2.880 -1.637 -0.603
N: 0.541 0.617 -3.547
C: -5.572 -2.669 -1.837
C: -1.250 -0.587 -3.157
C: 2.660 -3.005 -0.606
C: -0.069 4.724 0.965
C: 0.163 4.241 -0.247
C: 1.912 -0.775 -0.150
C: -0.227 2.849 -0.593
C: 0.094 2.492 2.335
C: 2.576 0.055 5.028
C: -0.711 3.795 1.935
C: 0.448 0.352 -2.217
C: 3.183 -1.114 2.580
C: 0.715 -1.138 2.070
C: -4.848 0.753 -1.353
C: 4.132 -1.131 -1.138
C: -2.954 -3.123 -1.044
C: -1.136 1.648 1.946
C: -1.814 2.884 1.343
C: 1.463 -3.526 -0.283
C: 3.913 -0.145 4.673
C: -4.863 -1.649 -1.243
C: -5.008 -3.930 -2.045
C: 4.191 -0.745 3.447
C: -1.581 -3.459 -0.715
C: -3.528 -1.843 -0.769
C: -3.706 -4.137 -1.664
C: 1.553 -0.306 4.183
C: 1.559 1.413 -4.209
C: -0.539 0.024 -4.150
C: 0.534 1.717 0.187
C: 1.820 -0.885 2.907
C: 2.479 2.550 1.539
H: 0.440 2.446 3.366
H: -4.212 1.063 -0.530
H: -0.236 2.700 -1.672
H: -1.199 -4.441 -0.984
H: 4.382 -0.192 -0.648
H: 0.520 -0.160 4.468
H: -5.585 -4.717 -2.512
H: 4.080 -0.974 -2.219
H: -1.070 4.309 2.826
H: 2.335 0.496 5.989
H: -3.234 -5.099 -1.831
H: 3.507 -3.624 -0.856
H: -4.228 0.657 -2.249
H: 4.918 -1.854 -0.926
H: 1.254 -4.585 -0.309
H: 2.683 3.411 0.894
H: -1.547 0.909 2.619
H: 5.220 -0.946 3.169
H: 3.446 -1.624 1.665
H: -2.166 -1.151 -3.225
H: 3.193 1.753 1.313
H: 0.199 5.735 1.238
H: -2.854 3.168 1.469
H: -5.633 1.486 -1.535
H: 2.649 2.846 2.573
H: -0.700 0.094 -5.211
H: 1.228 1.617 -5.224
H: 2.507 0.878 -4.243
H: -6.587 -2.452 -2.146
H: 4.712 0.136 5.345
H: 1.699 2.356 -3.684

- multiplicity = 4
- energy above the lowest of the compared OMol25 structures with the same formula, charge and spin (kcal per mole) = 194.10

Want to see where the charge sits? The Löwdin charges in e are: 0.7520 0.5552 1.1850 -0.0571 -0.1116 -0.0866 0.0680 -0.0439 -0.0121 0.0973 -0.1039 0.0146 -0.0541 -0.1683 -0.1223 -0.0109 -0.0855 -0.0697 -0.0681 -0.6489 -0.3703 -0.2637 -0.1491 -0.1110 -0.1456 -0.4447 -0.0542 -0.3747 -0.0719 -0.0581 -0.1423 -0.1022 -0.1243 -0.0393 -0.1222 -0.2238 -0.1053 -0.1151 -0.0321 -0.2735 -0.0768 -0.0481 -0.0229 -0.0465 -0.4493 -0.1706 -0.0495 0.1509 0.0645 0.1070 0.1280 0.0771 0.1052 0.0949 0.0862 0.1458 0.0959 0.1026 0.1176 0.0897 0.0917 0.1140 0.0785 0.1406 0.0946 0.0829 0.1096 0.0685 0.1110 0.1422 0.0871 0.0979 0.1181 0.0918 0.0873 0.1177 0.0867 0.0722

---

Entry 2:
C3H10N5 | ωB97M-V with the def2-TZVPD basis set

Geometry (Å):
N: -0.499 1.156 -1.220
N: 1.191 -0.859 2.339
N: -0.159 1.749 -2.289
N: -1.390 0.244 -1.130
N: 1.236 -0.509 -0.062
C: -1.769 -0.359 0.094
C: -0.890 -0.558 1.082
C: 0.616 -0.145 1.223
H: -1.852 -0.167 -1.882
H: 1.694 -1.457 0.024
H: -0.716 1.749 -3.204
H: -2.842 -0.858 -0.021
H: 0.541 2.561 -2.381
H: 2.179 -0.594 2.543
H: 1.162 -1.819 2.334
H: 0.661 0.958 1.095
H: -1.099 -1.192 1.954
H: 1.937 0.100 -0.498

- charge = +1
- multiplicity = 1
- energy above the lowest of the compared OMol25 structures with the same formula, charge and spin (kcal per mole) = 92.58
- SMILES = NC(N)/C=C\NN=[NH2+]

Want to see where the charge sits? The Löwdin charges in e are: 0.0211 0.0563 0.1224 0.0447 -0.0082 -0.0792 0.0044 -0.4392 0.1441 0.1073 0.1767 0.1728 0.1893 0.1130 0.0426 0.1408 0.1172 0.0738

---

Entry 3:
C4H11BrN2 | ωB97M-V with the def2-TZVPD basis set

Geometry (Å):
Br: 0.689 -0.625 0.820
N: 0.086 0.746 -2.103
N: 1.948 -0.178 3.568
C: -0.761 -0.743 -0.331
C: 1.451 0.688 2.506
C: -0.844 -0.117 -1.483
C: -2.034 -0.293 -2.441
H: -0.114 1.729 -1.907
H: 0.513 1.123 2.882
H: -2.831 -0.862 -1.980
H: -1.658 -0.868 -3.255
H: 1.220 -0.827 3.853
H: -0.053 0.610 -3.129
H: 1.151 0.605 -1.788
H: -1.541 -1.182 0.104
H: -2.414 0.667 -2.821
H: 2.669 -0.911 3.297
H: 2.523 0.440 4.208

- charge = +2
- multiplicity = 1
- energy above the lowest of the compared OMol25 structures with the same formula, charge and spin (kcal per mole) = 74.42

Want to see where the charge sits? The Löwdin charges in e are: 1.0843 0.2183 0.0508 -0.3904 -0.1856 -0.3767 0.0223 0.1943 0.0362 0.1072 0.0964 0.1518 0.1939 0.2361 0.0411 0.1171 0.1871 0.2157

---

Q: Look up the multiplicity of the second one.
A: 1

---

Q: The lowest energy above the lowest of the compared OMol25 structures with the same formula, charge and spin belongs to which entry?
A: C4H11BrN2

---

Q: What is the energy above the lowest of the compared OMol25 structures with the same formula, charge and spin in the third record?
A: 74.42 kcal per mole